No. 1
Entry from the OMol25 dataset: a cluster of 8 separate species, C14H42NO10 in total at a distorted geometry (ωB97M-V with the def2-TZVPD basis set).

CARTESIAN COORDINATES (ANGSTROEM)
N1 -0.723401 0.012509 -0.196387
O1 0.299689 -0.632675 0.056141
O2 -1.602092 0.070561 0.714360
O3 -1.066141 0.010415 -1.401886
C1 2.057499 1.117935 -4.991771
C2 1.079133 0.438447 -4.043259
O4 0.486853 1.516630 -3.101039
H1 2.851831 1.519501 -4.376385
H2 1.584177 1.838918 -5.527860
H3 2.160221 0.388982 -5.918631
H4 1.524776 -0.284092 -3.326800
H5 0.100202 -0.130283 -4.385711
H6 -0.033893 1.095014 -2.555033
C3 -1.397514 -3.927916 3.472827
C4 -1.248909 -2.860002 2.402495
O5 -1.865267 -1.600156 2.806352
H7 -1.013056 -4.857977 3.527700
H8 -2.318307 -4.115142 3.658583
H9 -1.171767 -3.416927 4.539907
H10 -1.664314 -2.908226 1.390764
H11 -0.299738 -2.492600 2.149171
H12 -1.462669 -0.989416 2.232742
C5 -1.499349 4.684343 2.696928
C6 -1.248950 3.385974 1.953839
O6 -2.188390 2.396058 2.463012
H13 -0.818739 5.392525 2.290723
H14 -1.519158 4.391491 3.726328
H15 -2.437389 4.954843 2.257929
H16 -0.267887 2.951473 2.244320
H17 -1.252510 3.615210 0.995284
H18 -2.160615 1.549378 1.977053
C7 1.936156 0.780290 4.425069
C8 1.165240 0.297236 3.202933
O7 1.961322 0.121582 2.141548
H19 1.209052 1.117426 5.228265
H20 2.753154 1.411661 4.325237
H21 2.614066 0.038268 4.883729
H22 0.369910 1.044916 3.159212
H23 0.626543 -0.603869 3.349433
H24 1.396276 -0.123154 1.373673
C9 -5.526776 2.781997 -1.149078
C10 -4.248866 1.946953 -0.874435
O8 -3.460197 1.745006 -2.043266
H25 -5.115725 3.651204 -1.596380
H26 -5.779942 3.328505 -0.331051
H27 -6.116160 2.415486 -1.908732
H28 -4.471702 0.962447 -0.202421
H29 -3.683872 2.476719 -0.263337
H30 -2.562534 1.371802 -1.847097
C11 5.370709 -0.461632 -1.231330
C12 3.984229 -0.164633 -0.742911
O9 3.126876 -1.151012 -1.112238
H31 6.051108 0.488277 -0.982764
H32 5.645583 -0.715863 -2.292726
H33 5.997428 -1.130076 -0.547042
H34 3.750923 0.687509 -1.281503
H35 3.832687 0.289696 0.236326
H36 2.312060 -1.063533 -0.676354
C13 0.549009 -4.759120 -2.833605
C14 0.631277 -3.328344 -2.079771
O10 -0.643977 -2.770627 -2.241862
H37 -0.007106 -4.883723 -3.648610
H38 0.018064 -5.408176 -1.951470
H39 1.612517 -5.366640 -2.729309
H40 1.175967 -2.632608 -2.542862
H41 1.114557 -3.551793 -1.151951
H42 -0.472180 -1.956965 -1.795013

Cartesian forces (eV/Å) of the 3 atoms listed first:
-2.913 -4.839 -0.150
2.406 0.668 0.761
0.771 2.136 -0.701

HOMO level, hartree: -0.255
Orbital gap, eV: 9.76
LUMO level, eV: 2.822
Total charge: -1
Energy above the lowest of the compared OMol25 structures with the same formula, charge and spin, kJ/mol: 962.5

These are the Löwdin partial charges, in e, on atoms 1 to 6: N -0.449; O -0.022; O -0.018; O -0.023; C -0.090; C -0.225


No. 2
Entry from the OMol25 dataset: a cluster of 7 separate species, C14H42O7 in total at a distorted geometry (ωB97M-V with the def2-TZVPD basis set).

CARTESIAN COORDINATES (ANGSTROEM)
C1 -1.089223 -3.633821 3.431273
C2 0.347760 -3.611532 2.992939
O1 0.521663 -3.426393 1.600398
H1 -1.212049 -3.830321 4.495642
H2 -1.607395 -4.448179 2.911937
H3 -1.597654 -2.703585 3.179789
H4 0.920651 -4.483723 3.335833
H5 0.903866 -2.831553 3.522160
H6 0.154967 -4.210442 1.175187
C3 1.515167 2.968277 -1.648194
C4 1.713560 4.287869 -2.374101
O2 0.990877 5.344328 -1.735188
H7 2.026754 2.878188 -0.694803
H8 1.909042 2.208294 -2.338374
H9 0.457563 2.725875 -1.551814
H10 1.416979 4.178605 -3.423357
H11 2.759851 4.593631 -2.395538
H12 0.062037 5.296007 -1.971515
C5 0.671472 4.348710 1.887852
C6 -0.262935 3.992460 3.007958
O3 -1.159953 2.971176 2.529214
H13 0.283732 4.970696 1.081675
H14 1.123206 3.466813 1.427128
H15 1.518395 4.937632 2.256288
H16 -0.913644 4.862178 3.159176
H17 0.235904 3.686488 3.924646
H18 -1.786385 2.727017 3.213281
C7 4.681472 -1.540303 4.573682
C8 3.986040 -1.751499 3.254307
O4 3.708668 -0.494589 2.657994
H19 4.044385 -1.115525 5.351660
H20 5.543388 -0.872096 4.535796
H21 5.022578 -2.521251 4.923909
H22 3.096083 -2.361100 3.452253
H23 4.593095 -2.343890 2.559463
H24 2.909745 -0.548117 2.114138
C9 -2.839142 -2.853129 -3.006240
C10 -2.924094 -4.159977 -2.210635
O5 -2.006977 -4.146877 -1.092035
H25 -3.754620 -2.765877 -3.596395
H26 -2.013399 -2.806619 -3.717129
H27 -2.767148 -2.061150 -2.264189
H28 -2.766835 -5.045317 -2.829630
H29 -3.905785 -4.208614 -1.737903
H30 -1.142227 -4.303147 -1.495637
C11 -2.570058 1.010666 -3.639795
C12 -3.152248 1.071676 -5.045786
O6 -2.641299 2.197944 -5.794261
H31 -2.825379 0.004202 -3.301992
H32 -3.058319 1.820299 -3.093147
H33 -1.492922 1.138961 -3.618726
H34 -4.241534 1.059039 -5.124584
H35 -2.770195 0.237813 -5.645706
H36 -3.015095 3.010541 -5.434188
C13 0.127110 -0.187650 -1.066155
C14 0.129083 -0.049982 0.468645
O7 1.172422 -0.829332 1.008729
H37 -0.370202 -1.099562 -1.407445
H38 1.170196 -0.247672 -1.386097
H39 -0.323457 0.622304 -1.638091
H40 -0.860189 -0.376374 0.804563
H41 0.253544 0.984293 0.776548
H42 1.099078 -1.732783 0.664601

Cartesian forces (eV/Å) of the 3 atoms listed first:
-0.491 -0.448 -0.352
1.114 0.191 1.093
-0.152 -0.338 -0.198

HOMO level, hartree: -0.351
Orbital gap, eV: 10.03
LUMO level, eV: 0.493
SMILES: CCO.CCO.CCO.CCO.CCO.CCO.CCO
Energy above the lowest of the compared OMol25 structures with the same formula, charge and spin, kJ/mol: 215.1

These are the Löwdin partial charges, in e, on atoms 1 to 6: C -0.080; C -0.329; O -0.086; H 0.076; H 0.076; H 0.078


No. 3
Entry from the OMol25 dataset: a cluster of 3 separate species, C14H43BNO4Si4 in total at a distorted geometry (ωB97M-V with the def2-TZVPD basis set).

CARTESIAN COORDINATES (ANGSTROEM)
C1 -0.087648 -3.802828 -5.561262
C2 -1.193709 -3.512025 -4.364728
O1 -2.520082 -4.097768 -4.612544
B1 -3.392439 -3.206103 -5.401597
N1 -4.477017 -3.910721 -6.252523
O2 -3.362739 -1.730084 -5.418837
H1 0.712151 -2.931466 -5.481438
H2 0.452014 -4.834780 -5.299035
H3 -0.593378 -3.845116 -6.641809
H4 -0.755464 -4.054487 -3.395578
H5 -1.193804 -2.368640 -4.115374
H6 -5.232721 -4.145711 -5.541482
H7 -2.633285 -1.366043 -6.001430
O3 -2.364689 -1.589584 0.598214
Si1 -1.865651 -1.216212 2.168695
C3 -2.905026 -2.186558 3.404421
C4 -2.102234 0.626588 2.482003
C5 -0.064952 -1.616163 2.511563
Si2 -3.811115 -1.459264 -0.264982
C6 -3.699210 -2.072596 -2.034107
C7 -4.351045 0.345634 -0.326280
C8 -5.152206 -2.469750 0.593982
H8 -3.944923 -1.856443 3.384937
H9 -2.523267 -2.038680 4.422810
H10 -2.872402 -3.256158 3.177449
H11 -1.599786 1.215509 1.706897
H12 -1.680732 0.906451 3.451009
H13 -3.161601 0.886384 2.485891
H14 0.598409 -1.053007 1.849817
H15 0.135244 -2.683500 2.384632
H16 0.181859 -1.348096 3.542609
H17 -2.960416 -1.498414 -2.608658
H18 -4.670371 -1.959445 -2.526543
H19 -3.423303 -3.129464 -2.070216
H20 -4.610637 0.705736 0.673190
H21 -5.223741 0.465173 -0.968763
H22 -3.541250 0.970882 -0.718872
H23 -5.388288 -2.045449 1.572421
H24 -4.814057 -3.500482 0.736953
H25 -6.068089 -2.483997 -0.001543
O4 3.978406 2.540715 0.576610
Si3 2.396647 2.559533 1.170361
C9 1.918633 4.323905 1.625757
C10 2.290298 1.478658 2.709986
C11 1.117713 1.926782 -0.047831
Si4 5.494679 2.970207 1.185452
C12 6.904509 2.695907 -0.021046
C13 5.867322 1.955167 2.729398
C14 5.496535 4.800288 1.641773
H26 2.509289 4.683442 2.469913
H27 0.859736 4.370469 1.910877
H28 2.075456 4.995594 0.776718
H29 2.671750 0.473330 2.500506
H30 1.252808 1.388265 3.042256
H31 2.871073 1.909085 3.526809
H32 1.315825 0.888231 -0.325796
H33 1.099087 2.536156 -0.955418
H34 0.123861 1.969601 0.406322
H35 6.988517 1.637626 -0.301394
H36 7.850047 2.997876 0.440714
H37 6.768585 3.287132 -0.930099
H38 5.178605 2.214678 3.538302
H39 6.884520 2.139748 3.075680
H40 5.760954 0.885735 2.515311
H41 4.813441 4.991852 2.472312
H42 5.177088 5.402453 0.785885
H43 6.496216 5.124241 1.940750

Cartesian forces (eV/Å) of the 3 atoms listed first:
-0.142 -0.073 0.604
1.024 -0.783 0.964
1.982 3.322 -0.620

HOMO level, hartree: -0.058
Orbital gap, eV: 3.48
LUMO level, eV: 1.902
Total charge: -1
Energy above the lowest of the compared OMol25 structures with the same formula, charge and spin, kJ/mol: 202.4

These are the Löwdin partial charges, in e, on atoms 1 to 6: C -0.119; C -0.292; O -0.093; B -0.817; N -0.082; O -0.036


- Among the records above, which one has the lowest LUMO level?
  C14H42O7